{
  "formula": "C26H44F3N7O2P",
  "method": "ωB97M-V with the def2-TZVPD basis set",
  "e_above_lowest_kcal_mol": 0.0,
  "homo_lumo_gap_ha": 0.18147,
  "charge": -1,
  "symbols": ["N", "P", "C", "N", "C", "C", "C", "F", "C", "F", "F", "C", "O", "O", "H", "H", "H", "H", "H", "H", "H", "H", "H", "C", "C", "C", "C", "N", "H", "H", "H", "H", "H", "H", "H", "C", "C", "C", "C", "N", "H", "H", "H", "H", "H", "H", "H", "C", "C", "C", "C", "N", "H", "H", "H", "H", "H", "H", "H", "C", "C", "C", "C", "N", "H", "H", "H", "H", "H", "H", "H", "C", "C", "C", "C", "N", "H", "H", "H", "H", "H", "H", "H"],
  "coordinates": [[0.6721, 2.1016, -5.0741], [-0.5535, 1.1985, -5.5515], [-1.2668, 0.2935, -4.0332], [-0.5448, 0.7883, -2.8784], [-1.3767, 1.4634, -1.8789], [-0.9325, 2.9933, -1.8857], [0.3680, 3.2195, -1.1042], [0.8057, 4.5604, -0.9465], [1.1450, 2.2636, -0.5518], [2.1752, 1.6370, -1.1425], [1.0110, 1.8196, 0.7207], [-1.1021, -1.2721, -4.1308], [-1.3704, -1.9018, -3.0931], [-0.7430, -1.8574, -5.1832], [1.5104, 1.8115, -5.5748], [-1.6226, 1.9582, -6.1194], [-0.1212, 0.2941, -6.5527], [-2.3521, 0.5318, -4.0218], [0.0550, 0.0801, -2.4770], [-2.4575, 1.4464, -2.0863], [-1.1580, 1.0508, -0.8813], [-0.7137, 3.2448, -2.9497], [-1.7363, 3.6271, -1.4473], [-3.9754, 7.8966, -3.2306], [-3.2402, 7.1459, -2.1254], [-1.8723, 6.6204, -2.5688], [-2.0278, 5.6758, -3.6957], [-2.1453, 4.9399, -4.5612], [-4.1909, 7.2474, -4.0810], [-4.9301, 8.2772, -2.8621], [-3.3864, 8.7457, -3.5867], [-3.8621, 6.3136, -1.7866], [-3.1037, 7.8135, -1.2708], [-1.3800, 6.1033, -1.7432], [-1.2285, 7.4440, -2.8832], [-2.1956, -4.0364, 0.1074], [-1.9786, -3.2270, 1.3841], [-2.9183, -2.0275, 1.4935], [-2.6888, -1.1156, 0.3541], [-2.5126, -0.4221, -0.5371], [-1.9925, -3.4412, -0.7873], [-1.5228, -4.8962, 0.0843], [-3.2225, -4.4075, 0.0473], [-0.9445, -2.8845, 1.4160], [-2.1287, -3.8797, 2.2495], [-2.7357, -1.4897, 2.4218], [-3.9600, -2.3522, 1.4908], [3.8255, -2.9649, 2.7601], [3.6173, -2.2239, 1.4434], [2.8184, -0.9284, 1.6050], [1.4731, -1.2230, 2.1456], [0.4321, -1.4471, 2.5583], [2.8770, -3.2803, 3.1990], [4.4208, -3.8624, 2.6008], [4.3474, -2.3361, 3.4854], [3.1053, -2.8858, 0.7399], [4.5921, -1.9865, 1.0101], [2.7088, -0.4317, 0.6400], [3.3302, -0.2423, 2.2824], [-4.6178, 1.4229, 6.1370], [-3.5497, 0.3365, 6.2016], [-3.1872, -0.2256, 4.8242], [-4.3788, -0.8337, 4.1895], [-5.3026, -1.3002, 3.7063], [-5.5585, 1.0375, 5.7395], [-4.8230, 1.8139, 7.1351], [-4.2935, 2.2544, 5.5069], [-3.9025, -0.4710, 6.8482], [-2.6497, 0.7482, 6.6642], [-2.4118, -0.9876, 4.9195], [-2.8054, 0.5650, 4.1753], [8.0484, -5.0412, -0.7051], [6.7392, -5.6974, -0.2802], [6.0380, -4.9469, 0.8557], [6.9076, -4.9072, 2.0538], [7.5803, -4.8756, 2.9765], [8.7753, -5.0309, 0.1094], [8.4971, -5.5909, -1.5337], [7.8830, -4.0116, -1.0314], [6.9407, -6.7265, 0.0272], [6.0684, -5.7446, -1.1407], [5.1026, -5.4455, 1.1134], [5.8040, -3.9253, 0.5523]]
}

{
  "formula": "C26H44InO6",
  "method": "ωB97M-V with the def2-TZVPD basis set",
  "e_above_lowest_kcal_mol": 0.0,
  "homo_lumo_gap_ha": 0.24495,
  "charge": -1,
  "symbols": ["C", "C", "C", "C", "C", "C", "C", "C", "C", "C", "C", "C", "O", "C", "C", "O", "C", "C", "In", "C", "C", "H", "H", "H", "H", "H", "H", "H", "H", "H", "H", "H", "H", "H", "H", "H", "H", "H", "H", "H", "H", "H", "H", "H", "H", "H", "H", "H", "H", "H", "H", "H", "H", "O", "C", "O", "C", "C", "C", "H", "H", "H", "H", "H", "H", "O", "C", "O", "C", "C", "C", "H", "H", "H", "H", "H", "H"],
  "coordinates": [[0.7405, -1.5760, -0.6101], [1.1463, -0.1815, -0.1027], [1.7321, -0.3979, 1.3105], [2.2696, 0.4177, -0.9834], [-0.0805, 0.7383, 0.1074], [-0.8156, 1.4269, -1.0801], [-0.8275, 0.5711, -2.3465], [-0.1852, 2.8087, -1.3927], [-2.2639, 1.6721, -0.6220], [-2.5003, 2.2729, 0.6164], [-3.7798, 2.4456, 1.1202], [-4.8768, 2.0177, 0.3838], [-6.1298, 2.1585, 0.9394], [-6.9322, 0.9816, 0.8679], [-6.3599, -0.1368, 1.7270], [-7.1380, -1.3036, 1.5546], [-6.3459, -2.4211, 1.1066], [-5.6312, -2.2153, -0.2325], [-3.4425, -2.6848, -0.0975], [-4.6732, 1.4660, -0.8728], [-3.3827, 1.2945, -1.3585], [0.4807, -1.5854, -1.6653], [-0.1230, -1.9503, -0.0544], [1.5727, -2.2697, -0.4602], [2.5823, -1.0818, 1.2562], [0.9576, -0.8353, 1.9481], [2.0462, 0.5602, 1.7281], [3.0531, 0.8495, -0.3607], [1.9256, 1.1788, -1.6742], [2.7100, -0.3822, -1.5845], [0.2471, 1.5374, 0.7844], [-0.8214, 0.1545, 0.6598], [0.1758, 0.4025, -2.7347], [-1.3134, -0.3916, -2.1800], [-1.3836, 1.0895, -3.1329], [0.8853, 2.8303, -1.1951], [-0.6821, 3.6002, -0.8332], [-0.3166, 3.0424, -2.4544], [-1.6629, 2.5921, 1.2271], [-3.9471, 2.8728, 2.1010], [-7.9229, 1.2500, 1.2386], [-7.0561, 0.6368, -0.1605], [-6.3965, 0.1828, 2.7760], [-5.3135, -0.3220, 1.4709], [-5.6439, -2.6698, 1.9140], [-7.0520, -3.2528, 1.0419], [-6.0891, -2.8437, -1.0005], [-5.7539, -1.1831, -0.5667], [-2.5711, -1.3333, 0.6617], [-2.8023, -3.0206, -1.7329], [-3.3028, -4.1542, 0.9048], [-5.5173, 1.1266, -1.4596], [-3.2742, 0.8093, -2.3177], [5.2880, -1.4285, 1.9908], [4.9760, -2.2266, 2.8211], [5.2280, -3.5528, 2.6885], [4.6481, -4.2827, 3.7820], [4.4918, -3.2658, 4.9088], [4.2446, -1.9770, 4.1265], [3.6872, -4.6840, 3.4536], [5.3115, -5.1089, 4.0266], [3.6990, -3.5276, 5.6062], [5.4255, -3.1876, 5.4679], [3.1886, -1.8297, 3.8924], [4.6311, -1.0834, 4.6075], [3.5554, 3.1803, -1.9730], [4.4613, 2.7477, -2.6151], [4.6891, 1.4196, -2.7803], [5.9129, 1.2102, -3.4987], [6.1563, 2.4999, -4.2752], [5.5399, 3.5362, -3.3410], [6.7046, 1.0055, -2.7744], [5.7833, 0.3384, -4.1353], [7.2076, 2.6655, -4.5021], [5.6051, 2.4738, -5.2161], [6.2513, 3.8929, -2.5939], [5.0996, 4.3903, -3.8474]]
}

{
  "formula": "C26H44N5OS",
  "method": "ωB97M-V with the def2-TZVPD basis set",
  "homo_lumo_gap_ha": 0.26961,
  "charge": 1,
  "symbols": ["C", "C", "S", "C", "C", "C", "C", "C", "N", "C", "C", "C", "N", "C", "C", "C", "C", "O", "H", "H", "H", "H", "H", "H", "H", "H", "H", "H", "H", "H", "H", "H", "H", "H", "H", "H", "H", "H", "H", "H", "H", "C", "C", "C", "C", "N", "H", "H", "H", "H", "H", "H", "H", "C", "C", "C", "C", "N", "H", "H", "H", "H", "H", "H", "H", "C", "C", "C", "C", "N", "H", "H", "H", "H", "H", "H", "H"],
  "coordinates": [[-0.1708, 2.4840, -2.0976], [-0.4001, 1.2402, -1.2553], [0.4278, 1.4595, 0.3377], [-0.1771, 0.0611, 1.3389], [-1.6338, -0.1670, 1.0744], [-1.9742, -1.2465, 0.2597], [-3.2919, -1.4653, -0.1352], [-4.2577, -0.5915, 0.3145], [-3.9051, 0.4284, 1.1163], [-2.6428, 0.6899, 1.5327], [-2.5393, 1.8922, 2.4325], [-1.7088, 1.7248, 3.7089], [-0.3864, 2.3473, 3.6430], [0.4299, 1.9717, 4.7967], [1.8482, 2.4978, 4.6850], [-0.5023, 3.7697, 3.4621], [-0.5841, 4.7013, 4.6461], [-0.5781, 4.2251, 2.3649], [-0.5284, 2.2597, -3.0908], [-0.8177, 3.2646, -1.7077], [0.8640, 2.8053, -2.0974], [-0.0468, 0.3348, -1.7455], [-1.4761, 1.1236, -1.1388], [0.3607, -0.8222, 1.0077], [0.0678, 0.2106, 2.3816], [-1.1762, -1.8816, -0.0924], [-3.5259, -2.2882, -0.7874], [-5.2891, -0.7079, 0.0292], [-4.6485, 1.0343, 1.4371], [-2.2241, 2.7492, 1.8376], [-3.5572, 2.1012, 2.7607], [-1.5678, 0.6632, 3.8976], [-2.2504, 2.1222, 4.5730], [-0.0089, 2.2700, 5.7548], [0.4805, 0.8828, 4.8127], [2.3047, 2.1210, 3.7745], [1.9051, 3.5804, 4.7147], [2.4328, 2.1126, 5.5168], [-1.5451, 5.2023, 4.6433], [0.1632, 5.4731, 4.4878], [-0.3788, 4.2421, 5.6047], [4.7473, -3.9113, 1.3826], [4.6870, -2.3933, 1.2545], [3.2660, -1.8381, 1.4040], [2.3811, -2.2814, 0.3283], [1.6730, -2.6061, -0.5160], [4.1794, -4.4000, 0.5890], [5.7779, -4.2574, 1.3148], [4.3451, -4.2417, 2.3420], [5.1003, -2.0873, 0.2925], [5.3111, -1.9405, 2.0260], [3.2902, -0.7459, 1.3968], [2.8419, -2.1443, 2.3627], [-2.6211, 5.5160, -5.6050], [-2.4568, 4.4988, -6.7285], [-3.2492, 3.2090, -6.4878], [-2.7671, 2.4758, -5.3196], [-2.3866, 1.8977, -4.4035], [-2.2321, 5.1323, -4.6602], [-2.0792, 6.4315, -5.8387], [-3.6715, 5.7757, -5.4613], [-1.3998, 4.2616, -6.8582], [-2.8004, 4.9370, -7.6663], [-3.1719, 2.5562, -7.3587], [-4.3082, 3.4349, -6.3527], [1.4492, -6.1816, -2.5479], [2.3062, -6.1579, -1.2885], [3.3811, -7.2495, -1.2750], [2.8018, -8.5909, -1.2388], [2.3468, -9.6441, -1.2113], [0.8901, -7.1147, -2.6308], [0.7316, -5.3614, -2.5321], [2.0643, -6.0721, -3.4427], [1.6676, -6.2593, -0.4087], [2.7983, -5.1869, -1.2122], [4.0237, -7.1285, -0.4007], [4.0219, -7.1591, -2.1537]]
}

{
  "formula": "C26H45BBrCaCl3F16IK2NO11S3",
  "method": "ωB97M-V with the def2-TZVPD basis set",
  "e_above_lowest_kcal_mol": 0.0,
  "homo_lumo_gap_ha": 0.06365,
  "charge": 0,
  "symbols": ["C", "O", "C", "C", "C", "C", "B", "C", "C", "C", "C", "F", "F", "C", "F", "F", "C", "F", "F", "C", "F", "F", "S", "F", "F", "F", "F", "F", "C", "C", "O", "I", "H", "H", "H", "H", "H", "H", "H", "H", "H", "H", "H", "H", "H", "H", "H", "H", "H", "H", "H", "H", "C", "O", "C", "O", "O", "C", "H", "H", "H", "H", "H", "H", "Ca", "C", "C", "O", "C", "C", "H", "H", "H", "H", "H", "H", "H", "H", "H", "H", "Br", "K", "C", "Cl", "Cl", "Cl", "H", "F", "C", "C", "C", "O", "C", "H", "H", "H", "H", "H", "H", "H", "H", "N", "S", "O", "O", "F", "S", "O", "O", "F", "K"],
  "coordinates": [[2.3389, 5.8722, -0.6130], [3.4759, 5.6875, -1.3319], [3.2701, 5.0107, -2.5971], [3.9528, 3.6692, -2.6089], [3.0763, 2.5958, -1.8903], [1.9970, 2.0776, -2.8467], [1.1329, 0.8049, -2.3031], [0.2196, 0.1669, -3.5087], [0.3126, 1.1040, -0.8990], [-0.1181, 2.5410, -0.6944], [-1.5188, 2.9170, -1.3360], [-1.9476, 1.9133, -2.0689], [-2.3936, 3.0303, -0.2621], [-1.5743, 4.2985, -2.0736], [-0.4541, 4.6254, -2.6688], [-1.7434, 5.2762, -1.0557], [-2.8134, 4.5300, -3.0063], [-2.9068, 5.8561, -3.1674], [-3.8966, 4.1611, -2.2966], [-2.7836, 3.6871, -4.3288], [-3.6199, 2.6567, -4.1501], [-1.5925, 3.1296, -4.5242], [-3.3225, 4.5751, -5.9206], [-2.2959, 5.7258, -5.6180], [-2.1948, 3.8268, -6.7333], [-4.2859, 3.3884, -6.3035], [-4.4896, 5.2768, -5.1464], [-3.7486, 5.3247, -7.2268], [2.1946, -0.4545, -1.9640], [1.4650, -1.7234, -2.2295], [0.5686, -2.1464, -1.5696], [1.9717, -2.8517, -4.0201], [2.0316, 4.9058, -0.1117], [1.5130, 6.2250, -1.2487], [2.5645, 6.5903, 0.1761], [3.6945, 5.5984, -3.4080], [2.2069, 4.9122, -2.8335], [4.0258, 3.3405, -3.6410], [4.9629, 3.7087, -2.2299], [2.6613, 3.0089, -0.9538], [3.7625, 1.8043, -1.6005], [2.4149, 1.8209, -3.8156], [1.2782, 2.9042, -3.0055], [0.8045, -0.2648, -4.3337], [-0.5339, -0.5370, -3.0916], [-0.3825, 1.0091, -3.9284], [0.9912, 0.8854, -0.0768], [-0.5128, 0.4041, -0.7679], [-0.2309, 2.6422, 0.4345], [0.6806, 3.2829, -0.9798], [3.0081, -0.3810, -2.6834], [2.6642, -0.4179, -0.9822], [-1.2860, -6.4435, 3.7197], [-1.6195, -5.0864, 3.4203], [-0.8372, -4.5230, 2.4931], [0.0753, -5.0450, 1.9235], [-1.2639, -3.2679, 2.3232], [-0.5089, -2.5086, 1.3771], [-1.9884, -6.7778, 4.4799], [-1.3912, -7.0704, 2.8363], [-0.2743, -6.5126, 4.1137], [-0.5504, -2.9596, 0.3890], [0.5248, -2.4109, 1.7035], [-0.9560, -1.5160, 1.3360], [-0.2039, 4.5540, 0.8293], [-1.6653, 2.6561, 6.1362], [-0.8186, 1.9461, 5.0826], [0.4747, 2.5050, 4.9143], [1.3128, 2.4954, 6.0639], [1.5695, 1.1059, 6.6003], [-1.7654, 3.7246, 5.8983], [-2.6604, 2.2135, 6.1862], [-1.2224, 2.5845, 7.1194], [-1.3145, 2.0335, 4.1145], [-0.7431, 0.8741, 5.2938], [0.9121, 3.1520, 6.8418], [2.2551, 2.9433, 5.7518], [0.6541, 0.6088, 6.9324], [2.2609, 1.1393, 7.4499], [2.0101, 0.4659, 5.7711], [1.6532, -1.4812, 5.0735], [-0.3630, 3.1894, 8.2954], [1.5125, -5.6557, -7.0414], [1.8169, -6.2466, -8.6817], [1.1932, -6.9856, -5.9380], [2.8710, -4.6881, -6.4710], [0.6350, -5.0240, -7.0725], [5.8955, 3.4382, -4.2779], [-5.4222, -4.1603, 4.8086], [-3.9997, -3.6683, 4.5574], [-3.9831, -2.3659, 5.3414], [-4.8809, -2.5364, 6.4445], [-5.6520, -3.7264, 6.2500], [-5.5483, -5.2323, 4.6638], [-6.1201, -3.6423, 4.1450], [-3.2830, -4.3672, 4.9809], [-3.7572, -3.5329, 3.5072], [-4.3491, -1.5300, 4.7305], [-2.9906, -2.1134, 5.7163], [-5.2940, -4.4852, 6.9539], [-6.7003, -3.5184, 6.4694], [5.1863, -7.1326, -2.2086], [5.5683, -6.0385, -3.2862], [5.3385, -4.6756, -2.9154], [5.3368, -6.3840, -4.6547], [7.1527, -6.1495, -3.1829], [3.6371, -7.2726, -1.9705], [3.3386, -8.0101, -0.7864], [2.8368, -7.5436, -3.1262], [3.1940, -5.7927, -1.5640], [-1.6835, -1.5430, -3.8168]]
}

{
  "formula": "C26H45BrInN5O3SSi",
  "method": "ωB97M-V with the def2-TZVPD basis set",
  "e_above_lowest_kcal_mol": 0.0,
  "homo_lumo_gap_ha": 0.28467,
  "charge": 2,
  "symbols": ["In", "N", "C", "C", "N", "H", "H", "H", "H", "H", "H", "H", "H", "C", "C", "C", "C", "C", "Br", "N", "C", "H", "H", "H", "H", "H", "H", "C", "C", "C", "C", "O", "Si", "S", "O", "C", "C", "C", "C", "O", "C", "C", "C", "C", "H", "H", "H", "H", "H", "H", "H", "H", "H", "H", "H", "H", "H", "H", "H", "H", "H", "H", "H", "H", "H", "H", "H", "H", "H", "H", "H", "N", "C", "C", "C", "C", "C", "N", "C", "H", "H", "H", "H"],
  "coordinates": [[0.8341, -1.6033, -1.3467], [2.6955, -2.9737, -1.3400], [2.3247, -4.4306, -1.4512], [0.9656, -4.7388, -0.8903], [-0.1810, -3.7683, -1.2049], [3.4809, -2.7024, -1.9891], [3.1338, -2.8807, -0.4393], [3.0255, -5.0451, -0.8382], [2.3940, -4.7670, -2.4750], [1.1342, -4.7174, 0.1842], [0.7020, -5.7848, -1.2337], [-0.9098, -3.8313, -0.4476], [-0.6009, -3.9327, -2.1321], [1.8270, 3.8164, -2.2407], [2.4379, 2.4206, -2.5862], [3.4038, 2.4098, -3.6546], [3.8480, 1.1608, -4.0685], [3.2783, -0.0304, -3.4920], [3.8409, -1.6816, -4.4010], [2.5197, -0.0392, -2.3701], [2.1293, 1.2716, -1.9200], [1.6377, 4.3644, -3.1607], [2.4442, 4.3551, -1.5411], [0.8224, 3.6771, -1.7541], [3.7155, 3.3726, -4.0969], [4.5773, 1.1631, -4.7989], [1.4558, 1.3051, -1.0315], [-3.1456, 1.8824, 2.0752], [-2.8852, 1.1476, 0.7727], [-4.0232, 0.2276, 0.3612], [-2.4352, 2.0961, -0.3492], [-1.7746, 0.1458, 0.9140], [-0.4838, 0.1344, 1.8458], [0.8827, -1.2841, 1.1287], [0.1542, 1.6375, 1.8004], [1.3155, 2.2504, 2.4050], [1.1201, 2.2568, 3.9302], [2.6116, 1.5392, 1.9885], [1.2075, 3.6550, 1.8209], [-0.6776, -0.1944, 3.4378], [-1.2624, -1.3094, 4.2060], [-1.7823, -0.6548, 5.5007], [-2.3989, -1.8152, 3.3129], [-0.1364, -2.3075, 4.4885], [-4.0641, 2.4845, 1.9510], [-2.3700, 2.5448, 2.4540], [-3.5031, 1.2331, 2.8846], [-4.9427, 0.7940, 0.1406], [-4.2922, -0.4335, 1.2067], [-3.6631, -0.3548, -0.4776], [-3.2286, 2.7877, -0.4529], [-2.1737, 1.5910, -1.2631], [-1.5303, 2.6088, 0.0280], [1.2471, 1.2179, 4.3414], [0.1141, 2.5460, 4.2413], [1.8971, 2.8607, 4.3606], [2.4631, 0.4660, 2.0560], [3.4236, 1.8641, 2.6081], [2.8633, 1.6951, 0.9456], [0.3333, 4.1356, 2.2068], [1.0144, 3.5784, 0.7297], [2.0865, 4.2689, 2.0373], [-2.5954, 0.0558, 5.3151], [-1.0115, -0.0573, 6.0127], [-2.1192, -1.4319, 6.1942], [-3.0377, -0.9410, 2.9989], [-2.9489, -2.5635, 3.9281], [-1.9987, -2.2915, 2.3862], [0.6229, -1.8943, 5.1482], [0.3224, -2.6412, 3.5874], [-0.6114, -3.1386, 5.0381], [-3.7154, 1.7998, -3.6113], [-2.9436, 0.9522, -3.8548], [-1.9882, -0.0209, -4.1229], [-1.7525, -0.4835, -5.4631], [-0.7171, -1.3660, -5.6768], [0.1366, -1.6803, -4.5826], [-0.1183, -1.2082, -3.3318], [-1.1766, -0.4517, -3.1078], [-2.4346, -0.2081, -6.2446], [-0.4682, -1.7064, -6.6902], [1.0269, -2.3020, -4.7522], [-1.3693, -0.1065, -2.0881]]
}